DFT (ωB97M-V with the def2-TZVPD basis set) results for C5H9N in the gas phase in a non-equilibrium geometry.

Each line ends with the Löwdin charge.
CARTESIAN COORDINATES (ANGSTROEM)
N  -2.350  -0.476  1.121  -0.0157
C  -1.886  0.654  0.307  -0.2869
C  2.626  -0.467  -1.241  -0.0056
C  1.870  -0.004  -0.259  -0.1983
C  0.402  -0.210  -0.200  -0.1326
C  -0.382  0.802  0.139  -0.1035
H  -1.786  -0.559  1.964  0.0676
H  -2.145  -1.329  0.610  0.0519
H  -2.316  0.526  -0.690  0.1088
H  -2.334  1.551  0.725  0.0954
H  3.705  -0.406  -1.211  0.0507
H  2.178  -0.975  -2.085  0.0576
H  2.345  0.368  0.641  0.0987
H  0.049  -1.231  -0.272  0.1076
H  0.023  1.757  0.450  0.1044

## Properties
E_LUMO in eV: 1.00
Total charge: 0
Largest force on an atom in eV/A: 1.3
HOMO in eV: -8.951
Orbital gap in eV: 9.9
ΔE to the lowest compared entry with this formula, charge and spin in eV: 1.616
Structure (SMILES): C=C/C=C/CN
M in g mol⁻¹: 83.1

DFT (ωB97M-V with the def2-TZVPD basis set) results for C5H9N in the gas phase.

Each line ends with the Löwdin charge.
CARTESIAN COORDINATES (ANGSTROEM)
C  -1.712  0.940  -0.029  -0.1099
C  -1.710  -0.561  0.051  -0.1122
C  -0.483  0.212  0.424  -0.3413
N  0.610  0.186  -0.511  -0.0920
C  1.549  -0.916  -0.440  -0.1414
C  1.940  0.448  -0.003  -0.1435
H  -1.641  1.378  -1.020  0.1013
H  -2.298  1.506  0.688  0.0941
H  -2.276  -1.036  0.847  0.0955
H  -1.671  -1.122  -0.878  0.1023
H  -0.223  0.255  1.486  0.1406
H  1.407  -1.670  0.334  0.1074
H  1.876  -1.300  -1.403  0.0985
H  2.574  1.081  -0.620  0.0984
H  2.057  0.598  1.071  0.1022

## Properties
E_LUMO in eV: 1.33
Total charge: 0
Largest force on an atom in eV/A: 0.3
HOMO in eV: -9.035
Orbital gap in eV: 10.4
ΔE to the lowest compared entry with this formula, charge and spin in eV: 2.178
Structure (SMILES): C1CC1N1CC1
M in g mol⁻¹: 83.1